Entry from the OMol25 dataset: a molecular structure, C47H37As2N4NiO2 (the ωB97M-V functional and the def2-TZVPD basis).

**E_LUMO (spin up / spin down)**: -0.1074 / -0.1071 Ha
**HOMO-LUMO gap (spin up / spin down)**: 0.26030 / 0.26150 hartree
**Total charge**: +1
**Multiplicity**: 3

Atoms and positions in Å:
Ni: 1.5440 -1.0740 0.1446
C: -1.1921 -2.1528 -2.3483
C: -1.4138 -3.0687 -1.1509
As: -2.1096 -2.4526 0.5920
C: -1.5995 -0.5755 0.7561
C: -2.4270 0.4613 0.6891
C: -2.0265 1.7802 1.2371
C: -0.3720 2.3686 2.6297
C: 0.5503 1.1603 2.6666
C: -0.3954 -0.0198 2.8560
C: -3.9856 -2.1883 0.1794
C: -4.8104 -1.8027 1.2362
C: -6.1665 -1.6000 1.0285
C: -6.7152 -1.7951 -0.2331
C: -5.9048 -2.1966 -1.2835
C: -4.5425 -2.3921 -1.0783
As: 0.0398 -0.6736 -1.9657
C: -1.0005 0.9259 -2.2553
C: -0.3054 2.1286 -2.3518
C: -0.9895 3.3106 -2.5968
C: -2.3716 3.3020 -2.7244
C: -3.0677 2.1079 -2.6044
C: -2.3853 0.9202 -2.3715
C: 1.1039 -0.6837 -3.6001
C: 2.2789 -1.4336 -3.6152
C: 3.0634 -1.5086 -4.7582
C: 2.6796 -0.8257 -5.9042
C: 1.5111 -0.0781 -5.8990
C: 0.7252 -0.0073 -4.7553
H: -2.1197 -1.7471 -2.7472
H: -0.7263 -2.7143 -3.1607
H: -0.4829 -3.5732 -0.8924
H: -2.1022 -3.8775 -1.4145
H: -3.4232 0.3676 0.2764
H: -2.7431 2.5162 0.8970
H: -0.0426 3.2913 3.0919
H: 1.4966 1.2117 3.1991
H: -0.1343 -0.8679 3.4808
H: -4.3933 -1.6486 2.2260
H: -6.7968 -1.2963 1.8544
H: -7.7745 -1.6424 -0.3934
H: -6.3291 -2.3611 -2.2658
H: -3.9313 -2.7136 -1.9111
H: 0.7712 2.1474 -2.2286
H: -0.4414 4.2407 -2.6798
H: -2.9051 4.2251 -2.9097
H: -4.1467 2.0951 -2.6918
H: -2.9550 0.0061 -2.2632
H: 2.6004 -1.9681 -2.7284
H: 3.9730 -2.0958 -4.7531
H: 3.2885 -0.8777 -6.7971
H: 1.2047 0.4536 -6.7906
H: -0.1841 0.5795 -4.7715
C: 5.3518 0.8422 -0.7897
C: 4.1863 0.0805 -0.9485
N: 3.6069 -0.5508 0.0523
C: 4.1469 -0.4345 1.2869
C: 5.3110 0.2846 1.5415
C: 5.9153 0.9403 0.4539
C: 5.8408 0.3177 2.8814
C: 5.2353 -0.3488 3.8838
C: 4.0236 -1.0910 3.6472
C: 3.3510 -1.8256 4.6406
C: 2.2057 -2.5074 4.3213
C: 1.7006 -2.4134 3.0171
N: 2.3037 -1.7160 2.0769
C: 3.4677 -1.0985 2.3697
H: 5.7847 1.3388 -1.6461
H: 3.7116 -0.0098 -1.9183
H: 6.8178 1.5181 0.6117
H: 6.7466 0.8816 3.0638
H: 5.6476 -0.3351 4.8846
H: 3.7493 -1.8532 5.6475
H: 1.6722 -3.0915 5.0577
H: 0.7682 -2.8975 2.7443
N: 2.3579 -4.0883 -0.5359
C: 1.9365 -3.0246 -0.3914
H: 2.7012 -5.0133 -0.7039
O: -2.6017 -0.0923 3.9273
C: -1.7753 0.5577 3.3493
N: -0.3312 -0.3008 1.3626
C: 0.4362 1.0658 1.1034
O: 1.4007 0.9138 0.2182
C: -0.5649 2.3003 1.1059
C: -0.6204 3.7098 0.5886
C: -1.4369 4.5635 1.2367
C: -2.3503 4.3349 2.4184
C: -2.5883 3.2347 3.1584
C: -1.8331 1.9756 2.8316
H: -0.0174 4.0639 -0.2374
H: -1.4647 5.5840 0.8735
H: -2.9081 5.2209 2.6979
H: -3.3028 3.2766 3.9710

---

Entry from the OMol25 dataset: a molecular structure, CH8O2Si2 at a distorted geometry (the ωB97M-V functional and the def2-TZVPD basis).

**E_LUMO (spin up / spin down)**: -0.0097 / -0.0097 Ha
**HOMO-LUMO gap (spin up / spin down)**: 0.27389 / 0.27387 hartree
**Multiplicity**: 1

Atoms and positions in Å:
C: -0.6238 1.4522 -0.3223
O: 1.7492 -1.2345 0.2433
O: -0.8692 -1.7357 -0.1601
Si: 2.4592 0.0582 -0.1063
Si: -1.8241 0.2977 0.2524
H: -0.1141 2.0926 0.3828
H: -0.6832 1.8766 -1.3107
H: 0.0931 -1.5613 -0.1005
H: -1.0750 -2.4082 0.4926
H: 3.0684 0.9350 0.8798
H: 2.7387 0.4670 -1.4704
H: -1.9231 -0.0421 1.6760
H: -2.9962 -0.1976 -0.4565

---

Entry from the OMol25 dataset: C2H3N3 in the gas phase (the ωB97M-V functional and the def2-TZVPD basis).

**E_LUMO (spin up / spin down)**: -0.0062 / -0.0063 Ha
**HOMO-LUMO gap (spin up / spin down)**: 0.28246 / 0.28216 hartree
**Multiplicity**: 1

Atoms and positions in Å:
N: -0.9344 0.4621 0.1525
C: -0.1158 -0.2998 0.8033
C: 0.8318 -0.4996 -0.4629
N: -0.4414 0.5078 -1.1562
N: 1.1392 0.6475 -0.9911
H: -1.7140 1.0384 0.4436
H: -0.0336 -0.3751 1.8821
H: 1.2682 -1.4813 -0.6713

---

Entry from the OMol25 dataset: 9 unconnected molecules or ions with the total composition C28H70ClN2O12 at a distorted geometry (the ωB97M-V functional and the def2-TZVPD basis).

**E_LUMO**: 0.0925 Ha
**HOMO-LUMO gap**: 0.30479 hartree
**Total charge**: -1
**Multiplicity**: 1

Atoms and positions in Å:
Cl: 0.3474 -1.0917 -0.2652
O: 0.4416 0.2652 -0.7780
O: 1.3102 -1.3977 0.7500
O: -0.9664 -1.3377 0.2725
O: 0.5671 -1.9430 -1.4078
C: 4.9149 -0.0532 2.4147
C: 5.0860 1.4048 1.9589
C: 6.5727 1.7855 1.8709
C: 7.3037 1.2636 0.6221
C: 6.5609 1.6937 -0.6283
C: 5.0755 1.2991 -0.6180
N: 4.4485 1.5759 0.6551
O: 3.0537 1.5005 0.6764
C: 4.3848 2.1603 -1.6930
C: 4.9454 -0.1896 -1.0331
C: 4.4302 2.3741 2.9387
H: 5.3878 -0.1863 3.3914
H: 5.2371 -0.8186 1.7132
H: 3.8424 -0.1735 2.6030
H: 6.7099 2.8651 1.9405
H: 7.0766 1.2685 2.6919
H: 7.2924 0.1695 0.6480
H: 8.3332 1.6196 0.6606
H: 6.9488 1.2670 -1.5589
H: 6.6580 2.7720 -0.7972
H: 4.2995 3.1940 -1.3637
H: 4.8711 2.0868 -2.6662
H: 3.3821 1.7521 -1.8405
H: 5.7231 -0.8423 -0.6197
H: 4.0082 -0.6178 -0.6646
H: 4.9921 -0.3321 -2.1119
H: 3.4305 2.0287 3.1977
H: 4.4071 3.3729 2.5062
H: 5.0453 2.4563 3.8395
H: 2.8657 0.5469 0.5867
C: -7.4399 1.6804 1.0513
C: -6.5956 1.6134 -0.2165
C: -5.2291 2.2741 -0.0516
C: -4.2733 1.4962 0.8507
C: -4.0079 0.1333 0.2148
C: -5.3034 -0.6288 -0.0950
N: -6.3589 0.2352 -0.6858
O: -7.5534 -0.5181 -0.8186
C: -4.9392 -1.6516 -1.1973
C: -5.7402 -1.4117 1.1470
C: -7.3686 2.3153 -1.3461
H: -7.5907 2.6868 1.4443
H: -6.9982 1.1088 1.8742
H: -8.4327 1.2406 0.9108
H: -4.8087 2.3381 -1.0583
H: -5.3394 3.2938 0.3253
H: -4.6565 1.3933 1.8691
H: -3.3166 2.0223 0.8917
H: -3.4204 -0.4439 0.9294
H: -3.4129 0.2939 -0.6851
H: -4.8623 -1.2177 -2.1923
H: -3.9594 -2.0775 -0.9608
H: -5.6657 -2.4664 -1.2196
H: -5.9689 -0.7347 1.9746
H: -6.6310 -2.0240 0.9903
H: -4.9530 -2.1019 1.4492
H: -7.7352 3.2793 -0.9872
H: -8.2526 1.7382 -1.6240
H: -6.7508 2.3726 -2.2409
H: -7.9474 -0.5369 0.0707
C: 3.7617 -2.6756 4.5679
C: 3.3000 -3.2658 3.2398
O: 1.8889 -3.1033 3.1859
H: 3.5282 -1.6164 4.6318
H: 4.8500 -2.7470 4.6953
H: 3.3822 -3.2693 5.3992
H: 3.6479 -4.2998 3.1394
H: 3.7278 -2.7613 2.3676
H: 1.6299 -2.6826 2.3585
C: -1.2500 2.9638 3.0986
C: -0.6120 1.9596 2.1737
O: -0.5609 2.4075 0.8401
H: -1.0598 3.9989 2.8089
H: -0.9196 2.8465 4.1305
H: -2.3353 2.8269 3.0827
H: -1.1310 0.9946 2.2793
H: 0.3997 1.6885 2.5172
H: -0.2947 1.6504 0.2929
C: -1.3732 -1.5335 -5.1107
C: -2.1686 -1.0230 -3.9139
O: -1.6774 0.2812 -3.5341
H: -0.3161 -1.5577 -4.8438
H: -1.5299 -0.9206 -5.9949
H: -1.7247 -2.5492 -5.3346
H: -2.1230 -1.7160 -3.0728
H: -3.1923 -0.8256 -4.2440
H: -0.9502 0.0958 -2.9252
C: 0.0324 -5.0936 0.5372
C: -1.2268 -4.9182 -0.2915
O: -2.1651 -4.2692 0.5976
H: -0.1455 -5.6070 1.4821
H: 0.3744 -4.1121 0.8825
H: 0.8404 -5.5749 -0.0221
H: -1.6744 -5.9012 -0.4604
H: -1.1654 -4.3004 -1.1877
H: -1.8916 -3.3419 0.6524
C: 3.1926 -1.8536 -3.7082
O: 2.6436 -0.5921 -3.3974
H: 2.3885 -2.6008 -3.7430
H: 3.6757 -1.8932 -4.6814
H: 3.8715 -2.2122 -2.9272
H: 2.0767 -0.7188 -2.6280
C: -0.3343 3.1445 -2.3572
O: -0.4079 4.0417 -3.4736
H: -0.1933 3.7214 -1.4407
H: -1.2284 2.5375 -2.2537
H: 0.5147 2.4603 -2.4395
H: 0.4494 4.4761 -3.4818

---

Entry from the OMol25 dataset: a molecular structure, C44H36BaF5NOP2S2 at a distorted geometry (the ωB97M-V functional and the def2-TZVPD basis).

**E_LUMO**: 0.1425 Ha
**HOMO-LUMO gap**: 0.15366 hartree
**Total charge**: -2
**Multiplicity**: 1

Atoms and positions in Å:
Ba: -0.3582 -0.2099 -0.9407
C: 0.2697 1.6986 2.6522
P: -1.5429 1.6762 3.0927
C: -1.4804 1.7431 4.9333
C: -0.5828 2.5059 5.6798
C: -0.6206 2.5008 7.0668
C: -1.5540 1.7189 7.7362
C: -2.4443 0.9427 7.0108
C: -2.4048 0.9579 5.6204
C: -2.0307 3.4059 2.6569
C: -2.4018 3.5916 1.3221
C: -2.7935 4.8314 0.8433
C: -2.8405 5.9196 1.7050
C: -2.4981 5.7504 3.0381
C: -2.0987 4.5043 3.5111
C: 0.7467 0.2853 2.5228
C: 1.3608 -0.5046 3.4785
C: 1.4181 -1.8162 2.9282
C: 0.8284 -1.7382 1.6793
C: 0.4976 -2.8235 0.6873
P: -1.3993 -2.8181 0.4898
C: -1.8037 -3.9684 1.8779
C: -2.9386 -3.6653 2.6345
C: -3.3425 -4.4688 3.6937
C: -2.6132 -5.6040 4.0206
C: -1.4762 -5.9148 3.2869
C: -1.0768 -5.1026 2.2326
C: -1.8318 -3.7075 -1.0121
C: -2.0731 -5.0844 -1.0446
C: -2.7354 -5.7437 -2.0707
C: -3.3993 -4.9206 -3.0450
C: -3.2259 -3.5801 -3.0894
C: -2.2051 -2.8392 -2.2395
N: 0.4101 -0.4539 1.4253
H: 0.8352 2.2269 3.4188
H: 0.3509 2.2526 1.7124
H: 0.1590 3.1127 5.1749
H: 0.0769 3.1111 7.6280
H: -1.5778 1.7086 8.8195
H: -3.1698 0.3235 7.5245
H: -3.0936 0.3451 5.0500
H: -2.3900 2.7422 0.6476
H: -3.0595 4.9453 -0.1989
H: -3.1432 6.8919 1.3355
H: -2.5401 6.5934 3.7185
H: -1.8433 4.3934 4.5572
H: 1.7167 -0.1811 4.4480
H: 1.8332 -2.7034 3.3861
H: 0.8722 -3.7866 1.0288
H: 0.9570 -2.6451 -0.2878
H: -3.5026 -2.7742 2.3825
H: -4.2225 -4.2040 4.2690
H: -2.9264 -6.2403 4.8404
H: -0.8955 -6.7957 3.5360
H: -0.1865 -5.3690 1.6768
H: -1.7698 -5.6826 -0.1890
H: -2.8926 -6.8149 -2.0373
H: -4.1154 -5.3840 -3.7223
H: -3.8120 -2.9738 -3.7758
H: -1.2998 -2.7122 -2.8705
F: 0.6428 8.1848 -2.0900
C: 0.8525 6.8826 -2.3683
C: -0.1393 5.9472 -2.1593
F: -1.3287 6.3570 -1.6800
C: 0.0805 4.6158 -2.4606
F: -0.9401 3.7702 -2.2200
C: 1.2753 4.1322 -3.0115
S: 1.5262 2.4833 -3.4837
C: 2.2499 5.1221 -3.1963
F: 3.4457 4.7957 -3.7135
C: 2.0572 6.4544 -2.8842
F: 3.0395 7.3540 -3.0931
C: 0.8887 -1.3786 -4.1964
S: 1.0629 -2.5089 -2.7930
O: 2.4201 -2.1955 -2.2285
C: 1.1849 -3.9981 -3.7832
C: 2.4514 -4.3967 -4.1767
C: 2.5811 -5.5197 -4.9813
C: 1.4524 -6.2325 -5.3691
C: 0.1935 -5.8370 -4.9383
C: 0.0455 -4.7133 -4.1337
H: 1.6469 -1.6315 -4.9353
H: 1.0517 -0.3612 -3.8303
H: -0.1162 -1.4808 -4.6078
H: 3.3112 -3.8271 -3.8431
H: 3.5640 -5.8400 -5.3050
H: 1.5579 -7.1075 -5.9993
H: -0.6869 -6.4011 -5.2189
H: -0.9385 -4.4260 -3.7784
C: -2.6434 -1.3950 -1.8616
H: -3.1091 -0.9326 -2.7507
H: -3.4232 -1.4681 -1.0886

---

Values for ΔE to the lowest compared entry with this formula, charge and spin, kcal/mol, ordered as above
146.6; 41.7; 155.2; 0.0; 1.8